ORCA calculation (ωB97M-V/def2-TZVPD) on C32H47AsIIrN2O3Si as an isolated structure.

```
88
C32H47AsIIrN2O3Si ωB97M-V/def2-TZVPD
Ir -0.3547 0.6960 0.5403
C -1.1746 1.0949 -4.1306
C 0.2182 0.7533 -3.6959
N 1.1467 0.6242 -4.6026
C 2.4076 0.3192 -4.2374
C 2.7946 0.1845 -2.9359
C 4.2249 -0.1929 -2.6448
O 4.2726 -1.3684 -1.8323
C 1.8247 0.3537 -1.9043
C 2.2755 0.2678 -0.5571
N 1.6583 0.5591 0.5405
C 2.4098 0.6064 1.7453
C 3.8095 0.6950 1.7474
C 4.5572 0.5363 2.8966
C 3.9344 0.3547 4.1231
C 2.5536 0.3987 4.1711
C 1.8188 0.5299 3.0024
I -0.2782 0.5708 3.2609
C 0.4840 0.5540 -2.2987
O -0.5402 0.5340 -1.4985
H -1.2382 1.0357 -5.2135
H -1.4376 2.1068 -3.8147
H -1.8928 0.4116 -3.6752
H 3.1163 0.1796 -5.0447
H 4.7350 0.6300 -2.1300
H 4.7365 -0.3555 -3.5928
H 4.9798 -1.9426 -2.1387
H 3.2817 -0.1111 -0.4362
H 4.3242 0.8900 0.8171
H 5.6366 0.5432 2.8298
H 4.5068 0.2092 5.0282
H 2.0399 0.3135 5.1195
C -2.6632 3.4469 -1.4051
As -3.4578 2.0140 -0.4112
C -4.4165 0.9156 -1.6618
C -4.7504 2.8121 0.7586
O -2.4335 1.1060 0.5439
H -3.4206 3.8455 -2.0811
H -1.8119 3.0790 -1.9677
H -2.3327 4.2284 -0.7222
H -5.1207 1.5337 -2.2177
H -4.9538 0.1439 -1.1150
H -3.7153 0.4497 -2.3504
H -5.4177 3.4535 0.1845
H -4.2370 3.4046 1.5132
H -5.3217 2.0252 1.2473
C 0.2485 5.5432 0.1963
C 0.6493 4.7166 -0.8427
C 0.5071 3.3363 -0.7411
C -0.0420 2.7616 0.4005
C -0.4495 3.5979 1.4384
C -0.3044 4.9791 1.3361
H 0.3698 6.6157 0.1184
H 1.0720 5.1414 -1.7451
H 0.8333 2.7339 -1.5763
H -0.8812 3.1988 2.3450
H -0.6176 5.6116 2.1579
C 0.1000 -2.4872 -1.3350
Si -0.3224 -2.0880 0.4607
C 0.9403 -3.1765 1.4762
C 0.7222 -3.0799 2.9887
C 2.3763 -2.7441 1.1542
C 0.7972 -4.6495 1.0620
C -2.1936 -2.5217 0.7363
C -2.9509 -2.0248 -0.4995
C -2.3861 -4.0385 0.8471
C -2.7824 -1.8541 1.9823
H -0.1139 -3.5382 -1.5450
H 1.1545 -2.3079 -1.5497
H -0.4848 -1.8858 -2.0283
H 0.8554 -2.0641 3.3567
H 1.4553 -3.7079 3.5065
H -0.2730 -3.4237 3.2796
H 2.5907 -1.7386 1.5104
H 2.5915 -2.7825 0.0843
H 3.0742 -3.4201 1.6589
H -0.1331 -5.0880 1.4092
H 1.6131 -5.2200 1.5175
H 0.8693 -4.7861 -0.0174
H -2.6665 -2.5806 -1.3949
H -2.7590 -0.9671 -0.6706
H -4.0268 -2.1640 -0.3441
H -1.8563 -4.5839 0.0644
H -3.4514 -4.2692 0.7424
H -2.0642 -4.4147 1.8184
H -2.8302 -0.7709 1.8612
H -2.2057 -2.0799 2.8829
H -3.8031 -2.2183 2.1433
```

Output
energy relative to the best compared isomer or geometry (same formula, charge and spin)	0.000	eV
spin multiplicity	2
calculated total energy	-4509.8610	a.u.
lowest unoccupied orbital energy (alpha / beta)	-3.229 / -4.291	eV
⟨S²⟩	0.76
total charge	+1

These are the Löwdin partial charges, in e, on atoms 1 to 8:
1 Ir 0.95
2 C 0.00
3 C -0.25
4 N 0.14
5 C -0.08
6 C -0.14
7 C -0.19
8 O -0.06

ORCA calculation (ωB97M-V/def2-TZVPD) on C32H47GeN5NiOS as an isolated structure.

```
88
C32H47GeN5NiOS ωB97M-V/def2-TZVPD
Ni 0.8409 1.7963 -0.4428
C 0.2568 3.8444 -0.8348
C 0.0983 3.0789 -2.0191
C -1.1709 2.6342 -2.4903
C -1.2669 1.7497 -3.5320
C -0.1065 1.2609 -4.1572
C 1.1482 1.7205 -3.7625
C 1.2560 2.6135 -2.7159
C -0.1991 0.2669 -5.1939
N -0.2456 -0.5546 -5.9964
H -0.6097 4.2475 -0.3277
H 1.1949 4.3634 -0.6708
H -2.0654 3.0158 -2.0142
H -2.2354 1.4157 -3.8795
H 2.0311 1.3734 -4.2835
H 2.2269 3.0109 -2.4432
C 0.4200 4.6158 6.3335
C -0.2420 3.5255 5.5614
C -1.3387 2.8183 5.9671
C -1.8381 1.8052 5.1392
N -1.2657 1.5180 3.9613
C -0.2081 2.2043 3.5810
S 0.6210 1.8124 2.0977
N 0.2940 3.1918 4.3561
C -3.0109 0.9830 5.5462
H -0.2029 4.9217 7.1693
H 0.6115 5.4832 5.7003
H 1.3763 4.2654 6.7284
H -1.8100 3.0442 6.9128
H 1.1089 3.6972 4.0278
H -3.7337 1.5726 6.1076
H -2.6627 0.1798 6.2029
H -3.4818 0.5270 4.6790
C -3.8566 -3.0284 2.9424
C -2.6491 -2.1025 3.0022
C -1.6396 -2.3777 1.8909
C -0.4853 -1.3712 1.8845
Ge -0.9639 0.3629 1.1723
C -2.6837 1.2221 0.9800
C -3.7157 0.3208 0.2746
C -3.4872 0.1721 -1.2250
C -4.5203 -0.7378 -1.8766
H -4.5696 -2.8104 3.7369
H -3.5523 -4.0709 3.0464
H -4.3801 -2.9316 1.9881
H -2.1410 -2.2097 3.9659
H -2.9836 -1.0584 2.9542
H -2.1406 -2.4009 0.9169
H -1.2231 -3.3776 2.0332
H 0.3582 -1.6932 1.2709
H -0.1164 -1.1960 2.8968
H -0.3154 0.4354 -0.2924
H -2.4899 2.1280 0.4003
H -3.0063 1.5199 1.9764
H -4.7102 0.7385 0.4500
H -3.7314 -0.6740 0.7253
H -2.4811 -0.2245 -1.4111
H -3.5190 1.1635 -1.6870
H -4.4710 -1.7480 -1.4650
H -4.3662 -0.8126 -2.9527
H -5.5303 -0.3595 -1.7112
C 1.9431 -4.5520 -4.0232
C 3.3738 -4.3707 -3.5412
N 3.6538 -3.0124 -3.0464
C 4.3844 -2.0997 -3.9257
C 3.6410 -1.7988 -5.2184
C 3.2213 -2.7126 -1.8132
O 2.5998 -3.4789 -1.0904
C 3.4878 -1.3385 -1.2470
C 4.7203 -0.9278 -0.7581
C 4.8110 0.2833 -0.0873
C 3.6714 1.0473 0.0726
N 2.4806 0.6568 -0.4023
C 2.4017 -0.5141 -1.0461
H 1.8064 -5.5691 -4.3908
H 1.7029 -3.8645 -4.8351
H 1.2444 -4.3914 -3.2030
H 4.0829 -4.5627 -4.3470
H 3.5904 -5.0676 -2.7334
H 5.3614 -2.5372 -4.1441
H 4.5663 -1.1710 -3.3879
H 3.5344 -2.6865 -5.8414
H 4.1958 -1.0596 -5.7980
H 2.6395 -1.4102 -5.0191
H 5.5948 -1.5534 -0.8884
H 5.7518 0.6316 0.3145
H 3.6991 1.9932 0.5982
H 1.4195 -0.8149 -1.3928
```

Output
energy relative to the best compared isomer or geometry (same formula, charge and spin)	0.000	eV
spin multiplicity	3
calculated total energy	-5579.4897	a.u.
lowest unoccupied orbital energy (alpha / beta)	-6.187 / -6.874	eV
⟨S²⟩	2.04
total charge	+2

These are the Löwdin partial charges, in e, on atoms 1 to 8:
1 Ni 0.20
2 C 0.00
3 C -0.37
4 C -0.02
5 C -0.01
6 C -0.20
7 C -0.01
8 C -0.05

ORCA calculation (ωB97M-V/def2-TZVPD) on C32H47N4O5RbSbSi3 as an isolated structure.

```
93
C32H47N4O5RbSbSi3 ωB97M-V/def2-TZVPD
Rb -0.3778 -0.5734 -0.7186
C 0.2383 -0.1217 3.6004
C 0.9634 0.6375 2.5211
O 0.4235 1.5444 1.9062
N 2.2612 0.2749 2.3210
C 3.0296 0.7504 1.1856
C 3.4718 -0.3899 0.2979
C 4.7540 -0.4315 -0.2311
C 5.0918 -1.4841 -1.0660
C 4.1425 -2.4527 -1.3396
C 2.8871 -2.3267 -0.7668
N 2.5564 -1.3248 0.0446
H -0.8184 -0.1512 3.3471
H 0.3639 0.4097 4.5456
H 0.6091 -1.1399 3.7164
H 2.5515 -0.6017 2.7210
H 3.8966 1.3287 1.5111
H 2.3754 1.4176 0.6187
H 5.4645 0.3522 -0.0006
H 6.0797 -1.5387 -1.5056
H 4.3565 -3.2810 -2.0008
H 2.1049 -3.0457 -0.9795
O 1.3634 -0.8446 -2.8713
C 1.5481 0.3859 -2.8198
O 0.7082 1.2649 -2.5094
C 2.9799 0.8600 -3.0622
C 3.8796 0.0477 -3.7437
C 5.2024 0.4283 -3.8867
C 5.6119 1.6210 -3.3118
C 4.7361 2.4548 -2.6354
C 3.4112 2.0698 -2.5282
N 7.0258 2.0109 -3.4153
O 7.7833 1.2633 -4.0062
O 7.3708 3.0542 -2.8919
H 3.5215 -0.8956 -4.1337
H 5.9205 -0.1835 -4.4129
H 5.0994 3.3784 -2.2088
H 2.6899 2.6914 -2.0141
C -2.4369 -2.0233 1.6133
C -2.3097 -2.7420 0.4503
C -1.3158 -3.7804 0.2776
C -1.1296 -4.4231 -0.9130
C -1.8991 -4.1160 -2.0544
C -2.8837 -3.1165 -1.9190
C -3.0896 -2.4616 -0.7364
C -1.7051 -4.8060 -3.2792
N -1.5545 -5.3747 -4.2747
H -1.8568 -2.2871 2.4895
H -3.2002 -1.2613 1.7194
H -0.7031 -4.0485 1.1320
H -0.3718 -5.1957 -0.9912
H -3.4908 -2.8654 -2.7820
H -3.8609 -1.7002 -0.6764
C -5.3889 2.2168 -0.4429
Si -4.1327 3.1911 0.5576
C -4.0983 2.5128 2.3095
C -4.6246 5.0059 0.6278
Sb -1.8243 2.7617 -0.4301
Si -0.5589 4.7768 0.4565
C -0.7598 4.8091 2.3239
C 1.2363 4.4900 0.0048
C -1.1132 6.4299 -0.2525
Si -2.1619 3.5364 -2.8370
C -0.5310 4.1535 -3.5207
C -3.4689 4.8796 -3.0212
C -2.6683 2.0192 -3.8140
H -6.3866 2.2879 -0.0026
H -5.1072 1.1621 -0.4765
H -5.4455 2.5771 -1.4724
H -5.0892 2.5339 2.7705
H -3.4168 3.0965 2.9330
H -3.7408 1.4810 2.3093
H -5.6183 5.1637 1.0548
H -4.6035 5.4563 -0.3653
H -3.9041 5.5372 1.2551
H -0.5669 3.8117 2.7231
H -1.7738 5.1040 2.6047
H -0.0624 5.5116 2.7882
H 1.5671 3.5603 0.4718
H 1.8917 5.3029 0.3264
H 1.3239 4.3790 -1.0781
H -2.1428 6.6529 0.0336
H -1.0634 6.4227 -1.3428
H -0.4752 7.2422 0.1064
H -0.1826 5.0723 -3.0448
H -0.6267 4.3450 -4.5931
H 0.2154 3.3694 -3.3696
H -3.2029 5.7509 -2.4186
H -4.4497 4.5297 -2.6923
H -3.5611 5.2038 -4.0614
H -1.8515 1.2941 -3.7799
H -2.8612 2.2758 -4.8593
H -3.5643 1.5458 -3.4065
```

Output
calculated total energy	-2975.7734	a.u.
lowest unoccupied orbital energy	1.440	eV
total charge	-1

These are the Löwdin partial charges, in e, on atoms 1 to 8:
1 Rb 0.74
2 C 0.01
3 C -0.54
4 O -0.02
5 N 0.07
6 C -0.11
7 C -0.27
8 C -0.03

ORCA calculation (ωB97M-V/def2-TZVPD) on C32H48AlClN2O6P as an isolated structure.

```
91
C32H48AlClN2O6P ωB97M-V/def2-TZVPD
Al 1.2651 0.1532 0.4884
Cl 1.8252 2.0043 1.3765
P -1.1291 -0.5533 0.2170
C 1.0041 0.1323 -1.4456
H 0.0760 0.2876 -2.0064
H 1.8754 -0.0168 -2.1061
C -1.8183 -0.0632 1.8926
C -0.8592 -2.4141 0.1301
C -3.2878 -0.3627 2.2102
H -1.1925 -0.6639 2.5803
C -3.5339 -0.0835 3.7035
H -3.9417 0.2854 1.6057
H -3.5559 -1.4025 1.9711
C -3.1282 1.3371 4.1295
H -4.5901 -0.2579 3.9411
H -2.9466 -0.8076 4.2853
C -1.7330 1.7322 3.6390
H -3.8594 2.0528 3.7307
H -3.1684 1.4198 5.2210
C -1.5657 1.4298 2.1493
H -1.5461 2.7965 3.8254
H -0.9705 1.1684 4.1948
H -2.2747 2.0285 1.5592
H -0.5570 1.7403 1.8419
C -2.4321 -0.1548 -1.1024
C -0.6291 -2.8296 -1.3331
H 0.0979 -2.5411 0.6649
C -0.1741 -4.2909 -1.4372
H -1.5602 -2.7154 -1.9064
H 0.1052 -2.1505 -1.7869
C -1.0937 -5.2400 -0.6573
H -0.1435 -4.5888 -2.4930
H 0.8498 -4.3720 -1.0465
C -1.3265 -4.7720 0.7852
H -2.0631 -5.3016 -1.1723
H -0.6719 -6.2526 -0.6555
C -1.8644 -3.3337 0.8245
H -2.0182 -5.4504 1.3010
H -0.3709 -4.7980 1.3290
H -2.8390 -3.2937 0.3169
H -2.0278 -3.0213 1.8646
C -2.9226 1.2951 -1.0260
H -1.8503 -0.2660 -2.0334
C -3.8757 1.6247 -2.1818
H -3.4448 1.4582 -0.0707
H -2.0657 1.9839 -1.0486
C -5.0411 0.6324 -2.2862
H -4.2683 2.6390 -2.0442
H -3.3082 1.6230 -3.1235
C -4.5691 -0.8233 -2.2870
H -5.7307 0.7901 -1.4460
H -5.6121 0.8288 -3.1996
C -3.6073 -1.1402 -1.1353
H -5.4288 -1.5000 -2.2253
H -4.0613 -1.0395 -3.2377
H -4.1448 -1.0924 -0.1744
H -3.2540 -2.1732 -1.2475
C 0.1498 3.4013 -2.0847
C 0.3822 2.6320 -3.1840
H -0.7742 3.3190 -1.5060
C 1.7390 2.5030 -3.8102
H -0.4014 1.9992 -3.6141
C 2.8312 3.1404 -2.9295
H 1.9770 1.4495 -4.0069
H 1.7347 3.0290 -4.7793
C 2.3855 4.5198 -2.4587
H 3.0287 2.4920 -2.0648
H 3.7667 3.2142 -3.4962
C 1.1112 4.4456 -1.5938
H 3.1943 5.0177 -1.9132
H 2.1627 5.1341 -3.3368
H 1.3979 4.2406 -0.5479
H 0.6294 5.4392 -1.5953
O 2.6999 -2.7647 2.7962
C 2.8120 -1.8209 2.0415
O 1.7861 -1.2656 1.3957
C 4.1505 -1.1804 1.7552
C 5.1105 -1.1911 2.7695
C 6.2840 -0.4224 2.6218
C 6.5825 0.2374 1.4213
C 5.6530 0.1500 0.3816
C 4.4435 -0.5614 0.5305
N 5.8863 0.8584 -0.8519
O 6.8913 1.5929 -0.9422
O 5.0696 0.7111 -1.7936
N 7.1278 -0.2107 3.7677
O 6.7894 -0.7163 4.8576
O 8.1616 0.4779 3.6319
H 4.9283 -1.7451 3.6869
H 7.5004 0.8134 1.3123
H 3.7675 -0.6165 -0.3232
```

Output
energy relative to the best compared isomer or geometry (same formula, charge and spin)	0.636	eV
calculated total energy	-2853.0578	a.u.
lowest unoccupied orbital energy (alpha / beta)	1.986 / 1.986	eV
total charge	-1

These are the Löwdin partial charges, in e, on atoms 1 to 8:
1 Al -0.22
2 Cl 0.37
3 P 1.14
4 C -0.09
5 H -0.04
6 H 0.00
7 C -0.42
8 C -0.40

- Which formula does entry 2 have?
  C32H47GeN5NiOS

- What is the calculated total energy in the third record?
  -2975.7734 a.u.

- What is the formula in the second record?
  C32H47GeN5NiOS

- What is the formula in the second record?
  C32H47GeN5NiOS